(1)
ORCA calculation (ωB97M-V with the def2-TZVPD basis set) on 11 unconnected molecules or ions with the total composition H22O11 at a distorted geometry.

```
! RIJCOSX wB97M-V def2-TZVPD def2/J DEFGRID3
* xyz 0 1
O 0.7091 -3.8093 -0.3211
O 2.7913 0.5340 4.7637
O 2.4476 -1.2778 -1.8577
O 1.0120 3.3595 2.8720
O -1.1365 -2.6196 -3.5406
O 1.3440 -1.2382 4.3238
O -4.4227 -1.5111 0.6016
O 0.1619 0.7106 -4.2552
O 0.0428 0.6384 0.2711
O -0.1103 2.6011 -2.3296
O -3.3194 2.0064 0.0917
H -0.4324 -2.4796 -4.1837
H -0.4276 0.9340 -0.5165
H -3.0629 2.9333 0.0284
H -3.8761 -1.8208 -0.1294
H 2.6716 -0.3446 5.1414
H 3.0329 -1.6429 -2.5308
H -0.5988 3.4233 -2.4496
H 0.9078 -0.4284 4.6119
H 0.7296 3.0167 3.7274
H 0.7434 2.7732 -2.7427
H -2.8327 1.6802 0.8570
H 0.2715 0.9699 -3.3334
H -1.4035 -1.7287 -3.2875
H 1.6152 -3.4808 -0.3274
H 2.9090 0.3701 3.8212
H -4.3890 -2.2314 1.2411
H 0.3164 -3.4296 -1.1151
H 1.9474 -0.5992 -2.3249
H 0.2698 3.1703 2.2869
H 0.8412 0.0408 -4.3927
H 0.5652 1.4046 0.5337
H 0.6821 -1.9243 4.4653
*
```

Summary:
Frontier orbital gap: 10.58 eV
Electronic energy: -22878.733 eV
ΔE to the lowest compared entry with this formula, charge and spin: 268.3 kJ/mol

Atomic partial charges in e from the natural (NBO) method, atoms 1 to 5:
1 O -0.948
2 O -0.966
3 O -0.926
4 O -0.935
5 O -0.940

(2)
ORCA calculation (ωB97M-V with the def2-TZVPD basis set) on 11 unconnected molecules or ions with the total composition H22O11.

```
! RIJCOSX wB97M-V def2-TZVPD def2/J DEFGRID3
* xyz 0 1
O -0.8122 -3.0591 1.8204
O 3.1528 4.0121 -2.8652
O -1.2117 0.1619 2.6904
O 0.3195 0.4834 -0.5941
O -3.8961 -2.0688 1.9667
O 2.6502 2.4808 2.6188
O -0.1766 -3.1137 -3.5137
O 1.0166 3.0015 0.2243
O -2.4994 2.0638 0.5259
O 1.8038 -4.7294 0.0984
O -0.7002 0.3585 -3.2912
H -0.6336 0.8704 -4.1051
H 1.8222 3.3827 0.5914
H 2.4975 -4.7130 -0.5705
H -1.1407 -0.4552 -3.5612
H 2.1813 1.6967 2.3119
H 0.0136 -0.4304 -0.5779
H -4.6082 -1.4242 1.8863
H 2.5419 3.2780 -2.9949
H -0.6075 -2.3355 2.4232
H -0.5653 -0.3919 3.1427
H 2.0277 2.9064 3.2191
H 0.4371 3.7602 0.0925
H -0.3347 -2.1967 -3.7651
H 2.0025 -3.9725 0.6610
H -2.0173 0.0525 3.2081
H 3.0327 4.5588 -3.6499
H 0.0058 -3.5669 1.7771
H -2.4942 1.1575 0.1980
H -3.0987 -1.5308 2.0272
H -1.5769 2.3380 0.4718
H -0.1351 -3.0891 -2.5511
H 1.0033 0.5139 0.0845
*
```

Summary:
Frontier orbital gap: 10.60 eV
Electronic energy: -22878.636 eV
ΔE to the lowest compared entry with this formula, charge and spin: 277.7 kJ/mol

Atomic partial charges in e from the natural (NBO) method, atoms 1 to 5:
1 O -0.922
2 O -0.938
3 O -0.926
4 O -0.923
5 O -0.931

(3)
ORCA calculation (ωB97M-V with the def2-TZVPD basis set) on 11 unconnected molecules or ions with the total composition H22O11 at a distorted geometry.

```
! RIJCOSX wB97M-V def2-TZVPD def2/J DEFGRID3
* xyz 0 1
O -3.1915 0.5907 -0.5818
O 1.4097 -2.3790 0.3284
O -0.4647 -3.6570 -1.1712
O -2.3545 -1.8156 -1.8319
O 0.5754 0.5756 -0.6330
O 0.0045 2.9670 1.4570
O 2.2149 1.6827 2.2345
O 3.2965 0.6740 -1.4916
O 0.3877 0.5345 -3.4889
O 0.2849 0.4401 3.5214
O -1.2711 0.0493 1.2604
H -0.0050 -0.1796 -0.7283
H -4.0678 0.7022 -0.9502
H 2.3566 0.6517 -1.3117
H 0.1294 -3.0584 -0.7185
H -2.7512 -0.0067 -1.1864
H -1.5114 -2.2669 -1.8740
H 1.0429 0.8190 3.0763
H -0.8317 2.6142 1.7614
H -0.1491 -4.5302 -0.9382
H 0.5592 0.8018 -2.5859
H -0.4170 0.4746 2.8715
H 2.2092 -2.9033 0.3747
H 1.4411 2.2131 2.0443
H -0.5256 0.7772 -3.6416
H 3.5860 1.5203 -1.1506
H -3.0003 -2.5191 -1.7666
H -0.1081 3.9168 1.4940
H 0.2316 1.0484 0.1250
H 2.7224 2.2110 2.8507
H -1.6486 -0.7504 1.6268
H -1.8566 0.2830 0.5402
H 1.7023 -1.4810 0.4837
*
```

Summary:
Frontier orbital gap: 10.44 eV
Electronic energy: -22880.437 eV
ΔE to the lowest compared entry with this formula, charge and spin: 103.9 kJ/mol

Atomic partial charges in e from the natural (NBO) method, atoms 1 to 5:
1 O -0.987
2 O -0.967
3 O -0.993
4 O -0.989
5 O -0.977

(4)
ORCA calculation (ωB97M-V with the def2-TZVPD basis set) on 11 unconnected molecules or ions with the total composition H22O11 at a distorted geometry.

```
! RIJCOSX wB97M-V def2-TZVPD def2/J DEFGRID3
* xyz 0 1
O -1.9001 4.4372 -1.0908
O -0.8769 -2.5026 -2.5305
O 4.1177 -0.3337 -0.7573
O -0.3476 -2.8318 2.9132
O 1.7325 0.9905 -2.0971
O 4.4601 0.7026 0.8454
O -1.4817 1.8443 3.4787
O -3.0256 -2.1326 -1.1967
O 0.9101 -1.1913 0.6572
O -0.8314 0.3657 -0.7766
O -3.0995 0.0777 0.2336
H 4.6646 0.0527 -1.4506
H 1.1150 -1.8957 1.2823
H 0.2739 -2.4278 3.5293
H -0.2595 -0.1381 -0.1866
H -0.0182 -2.3964 -2.9552
H -2.3049 0.2992 0.7320
H -3.2710 0.8645 -0.2961
H -1.4650 -0.2844 -1.1007
H 2.5933 0.8485 -1.6874
H 3.7523 0.3646 1.4056
H -3.1184 -1.4042 -1.8211
H 1.4661 -0.4569 0.9410
H -1.2008 -2.4592 3.1628
H 1.3161 1.6594 -1.5420
H -2.8057 4.7602 -1.0239
H -0.8159 -1.9567 -1.7385
H 4.8033 1.4601 1.3325
H -1.3190 1.1344 2.8474
H 3.3381 -0.6540 -1.2247
H -1.2169 2.6424 3.0076
H -1.9969 3.4811 -1.1641
H -3.1882 -2.9197 -1.7287
*
```

Summary:
Frontier orbital gap: 10.15 eV
Electronic energy: -22877.147 eV
ΔE to the lowest compared entry with this formula, charge and spin: 421.4 kJ/mol

Atomic partial charges in e from the natural (NBO) method, atoms 1 to 5:
1 O -0.937
2 O -0.948
3 O -0.917
4 O -0.943
5 O -0.944

(5)
ORCA calculation (ωB97M-V with the def2-TZVPD basis set) on 11 unconnected molecules or ions with the total composition H22O11 at a distorted geometry.

```
! RIJCOSX wB97M-V def2-TZVPD def2/J DEFGRID3
* xyz 0 1
O -2.3311 -0.6148 -3.6741
O -1.0594 -1.6190 1.1526
O 5.0378 0.0520 -2.0750
O -3.3515 2.7116 -0.8286
O -2.2476 2.7526 -3.8288
O 3.5965 0.5396 0.3050
O 0.1592 1.1900 2.0665
O 0.1258 0.2329 4.4878
O -4.7112 -0.2001 2.3719
O 2.3246 -2.3060 -1.7703
O 2.9042 -2.3776 1.0392
H -2.6286 2.0170 -4.2968
H -4.2937 0.5467 2.7676
H -2.2021 -1.2993 -3.0073
H 0.7621 1.7896 2.5125
H -2.5994 3.2917 -0.9053
H 4.8834 -0.1592 -1.1532
H -1.7699 2.4533 -3.0595
H 0.1654 0.6980 5.3318
H 2.4522 -3.2570 -1.8077
H 1.9508 -2.0213 -2.5987
H 4.5139 0.7646 0.1674
H -0.5489 1.2220 2.7361
H 2.2845 -2.4713 0.2942
H -4.0700 2.8931 -1.4341
H -4.1842 -1.0052 2.4505
H 0.6997 0.5861 3.7922
H 4.2115 0.4207 -2.4014
H -3.1548 -0.9550 -4.0302
H 3.6658 -0.3190 0.7600
H -1.9318 -1.9038 0.9232
H 2.2030 -2.0197 1.6114
H -0.8563 -1.6335 2.1009
*
```

Summary:
Frontier orbital gap: 11.03 eV
Electronic energy: -22878.377 eV
ΔE to the lowest compared entry with this formula, charge and spin: 302.7 kJ/mol

Atomic partial charges in e from the natural (NBO) method, atoms 1 to 5:
1 O -0.931
2 O -0.957
3 O -0.945
4 O -0.960
5 O -0.958

(6)
ORCA calculation (ωB97M-V with the def2-TZVPD basis set) on 11 unconnected molecules or ions with the total composition H22O11 at a distorted geometry.

```
! RIJCOSX wB97M-V def2-TZVPD def2/J DEFGRID3
* xyz 0 1
O -1.4976 -2.2498 0.4251
O -1.8284 -3.7516 -1.6511
O 2.1120 0.7914 3.7671
O -5.3461 2.2469 0.7481
O 4.4895 -1.4955 -1.5922
O -2.1224 4.6483 -2.0023
O 1.1061 -2.6271 -0.7061
O 5.4720 1.6103 1.4867
O 0.1760 1.2125 0.4665
O 1.6016 1.3689 -2.0559
O -4.2560 -2.0139 1.6799
H -1.8455 3.8823 -2.5176
H 1.1052 -2.6116 -1.6698
H -4.2802 -2.0762 2.6414
H 0.4084 -3.2529 -0.4810
H -0.9877 -1.4325 0.4575
H 4.8471 -1.5247 -0.6977
H 3.5421 -1.3744 -1.4623
H -2.0939 5.3773 -2.6322
H 4.7250 1.0074 1.4002
H -5.3766 1.9434 -0.1662
H 0.9120 0.6566 0.1868
H -1.2630 -3.6529 -0.8768
H 1.4901 1.5252 3.8277
H -4.1730 -1.0691 1.5082
H 5.7357 1.7890 0.5770
H -2.1925 -2.8700 -1.7896
H 1.7923 0.2743 3.0192
H -4.4351 2.0858 1.0184
H -0.8732 -2.9271 0.7083
H 1.7702 2.1295 -2.6233
H -0.6064 0.7223 0.1897
H 1.8925 1.6580 -1.1836
*
```

Summary:
Frontier orbital gap: 10.89 eV
Electronic energy: -22878.110 eV
ΔE to the lowest compared entry with this formula, charge and spin: 328.4 kJ/mol

Atomic partial charges in e from the natural (NBO) method, atoms 1 to 5:
1 O -0.911
2 O -0.926
3 O -0.935
4 O -0.931
5 O -0.935

(7)
ORCA calculation (ωB97M-V with the def2-TZVPD basis set) on a molecular structure, H22O11 at a distorted geometry.

```
! RIJCOSX wB97M-V def2-TZVPD def2/J DEFGRID3
* xyz 0 1
O 9.7352 -18.1887 19.8920
O 9.3390 -18.2114 21.7743
O 9.6979 -17.5595 17.9181
O 8.6224 -20.1068 22.0437
O 10.4165 -20.3244 20.1085
O 9.5828 -16.0959 20.1652
O 12.0099 -16.0747 19.8800
O 12.0369 -18.9776 19.4020
O 11.1025 -19.4619 21.7967
O 10.7630 -15.8402 18.2080
O 7.5878 -16.4796 20.3986
H 9.6029 -20.7284 19.8065
H 8.5241 -16.4304 20.5915
H 8.5179 -17.7373 21.9062
H 8.9131 -17.0217 17.8121
H 8.6701 -19.1508 22.0454
H 10.3022 -19.3912 19.9287
H 7.2604 -17.1712 20.9737
H 11.6493 -19.5516 18.7413
H 9.5175 -15.2379 19.7459
H 11.3319 -16.2864 19.2384
H 11.0130 -20.0571 21.0525
H 7.8315 -20.3085 22.5437
H 9.4320 -18.2446 20.7981
H 10.2053 -19.2015 22.0050
H 10.0501 -15.4062 18.6766
H 11.4571 -19.0576 20.1594
H 10.4140 -16.7035 17.9862
H 12.8340 -16.2337 19.4197
H 9.5136 -18.1048 18.6830
H 10.0759 -17.2982 19.8074
H 9.9303 -17.8565 22.4381
H 10.2386 -15.9780 20.8523
*
```

Summary:
Frontier orbital gap: 8.41 eV
Electronic energy: -22859.143 eV
ΔE to the lowest compared entry with this formula, charge and spin: 2158.4 kJ/mol

Atomic partial charges in e from the natural (NBO) method, atoms 1 to 5:
1 O -0.962
2 O -0.783
3 O -0.887
4 O -0.974
5 O -0.935

(8)
ORCA calculation (ωB97M-V with the def2-TZVPD basis set) on 11 unconnected molecules or ions with the total composition H22O11.

```
! RIJCOSX wB97M-V def2-TZVPD def2/J DEFGRID3
* xyz 0 1
O -3.5541 3.7981 0.3137
O 0.7975 4.3721 1.1379
O 6.0903 -0.0155 -1.7649
O 1.4953 -4.1881 -2.5665
O 3.4484 1.6410 2.0358
O -3.7684 -3.6205 2.0783
O -1.8977 1.7739 -2.8759
O 2.4242 0.4953 -2.9180
O -4.1691 0.4936 2.4217
O 0.4993 -3.5444 3.2513
O -0.2029 -1.0540 0.0483
H 0.4582 -0.5105 -0.3805
H 4.1619 2.0366 1.5352
H 2.7439 2.2881 2.0020
H -4.6786 -3.8529 2.2621
H 0.0131 3.8705 0.9159
H -0.9551 1.7442 -3.0402
H 0.4649 5.2197 1.4329
H -3.5703 3.2562 1.1025
H -5.1050 0.5072 2.6219
H -3.9769 -0.4253 2.2350
H 6.5235 -0.3747 -2.5391
H -2.2926 1.4491 -3.6851
H 2.6501 0.4572 -3.8473
H 1.1642 -4.9638 -2.1139
H -3.2357 3.2124 -0.3733
H -3.4303 -4.3580 1.5703
H 1.2293 -3.4548 -2.0117
H 2.4259 1.4293 -2.7086
H -0.3632 -3.9574 3.2933
H 0.4580 -2.9805 2.4789
H -1.0095 -0.5421 -0.0110
H 5.1614 -0.2021 -1.9013
*
```

Summary:
Frontier orbital gap: 11.00 eV
Electronic energy: -22879.166 eV
ΔE to the lowest compared entry with this formula, charge and spin: 226.5 kJ/mol

Atomic partial charges in e from the natural (NBO) method, atoms 1 to 5:
1 O -0.947
2 O -0.947
3 O -0.939
4 O -0.940
5 O -0.941